(1)
Molecular formula: C3H7INS
Method: DFT, ωB97M-V/def2-TZVPD

Cartesian coordinates (Å):
C1 -0.16 -0.34 1.17
C2 -0.26 -0.67 -0.92
C3 -1.27 -0.14 0.17
N1 0.83 -0.17 0.09
S1 -0.65 2.44 -0.09
I1 -3.28 -0.06 -0.03
H1 -0.12 0.34 2.00
H2 -0.11 -1.41 1.66
H3 -0.45 -1.76 -0.86
H4 -0.27 -0.15 -1.86
H5 1.02 0.82 -0.08
H6 1.69 -0.60 0.14
H7 -0.03 2.25 1.06

Calculated values
molar mass: 216.1 g mol⁻¹
gap between HOMO and LUMO (spin up / spin down): 7.08 / 7.52 eV
energy relative to the best compared isomer or geometry (same formula, charge and spin): 59.06 kcal/mol
charge: +1
total energy: -868.745179 a.u.

***

(2)
Molecular formula: C20H21N3O4Tc
Method: DFT, ωB97M-V/def2-TZVPD

Cartesian coordinates (Å):
C1 -3.13 1.32 3.06
C2 -2.77 -0.05 3.47
H1 -2.24 1.91 2.86
H2 -3.73 1.86 3.80
H3 -3.73 1.29 2.15
H4 -2.19 -0.59 2.71
H5 -2.13 -0.05 4.37
H6 -3.66 -0.66 3.69
C3 -0.02 2.51 -2.25
C4 0.03 3.38 -3.33
C5 0.15 2.88 -4.63
C6 0.29 1.51 -4.83
H7 -0.09 2.81 -1.20
H8 -0.03 4.45 -3.12
H9 0.13 3.56 -5.48
H10 0.37 1.04 -5.80
N1 0.05 1.17 -2.47
C7 0.27 0.66 -3.72
C8 0.26 -0.77 -3.74
N2 0.15 -1.30 -2.47
C9 0.03 -2.64 -2.26
C10 -0.21 -2.96 -4.63
C11 -0.23 -3.48 -3.33
H11 0.11 -2.94 -1.21
H12 -0.45 -4.52 -3.12
C12 0.09 -1.61 -4.84
H13 0.14 -1.15 -5.82
H14 -0.45 -3.60 -5.47
Tc1 -0.71 -0.14 -1.09
C13 -2.52 -0.29 -2.04
H15 -2.59 -1.22 -2.65
H16 -2.70 0.54 -2.74
H17 -3.37 -0.31 -1.33
O1 1.50 -1.39 0.22
C14 1.14 -0.47 0.98
O2 0.12 0.33 0.67
C15 1.75 -0.19 2.30
C16 3.01 -0.73 2.61
C17 3.51 -0.60 3.90
C18 2.73 0.05 4.88
C19 1.53 0.71 4.53
C20 1.06 0.61 3.23
N3 3.02 -0.24 6.24
O3 4.08 -0.88 6.49
O4 2.22 0.11 7.12
H18 3.59 -1.27 1.87
H19 4.46 -1.03 4.18
H20 0.99 1.25 5.30
H21 0.15 1.13 2.93

Calculated values
molar mass: 465.4 g mol⁻¹
gap between HOMO and LUMO (spin up / spin down): 6.48 / 3.07 eV
<S²>: 3.808
charge: +2
multiplicity: 4
total energy: -1319.941656 a.u.

***

(3)
Molecular formula: C4H7NO
Method: DFT, ωB97M-V/def2-TZVPD

Cartesian coordinates (Å):
N1 1.91 0.59 0.60
C1 0.91 -0.08 0.29
C2 0.26 -1.37 0.69
C3 -0.90 -0.94 -0.22
C4 -0.96 1.66 -0.70
O1 -0.14 0.24 -0.62
H1 1.93 1.48 0.09
H2 0.81 -2.26 0.38
H3 0.03 -1.43 1.75
H4 -1.81 -0.59 0.27
H5 -1.11 -1.55 -1.09
H6 -0.47 2.16 0.16
H7 -0.46 2.07 -1.59

Calculated values
molar mass: 85.1 g mol⁻¹
gap between HOMO and LUMO: 8.45 eV
energy relative to the best compared isomer or geometry (same formula, charge and spin): 129.12 kcal/mol
charge: 0
total energy: -286.425882 a.u.

***

(4)
Molecular formula: C52H52B11Br6GeI2P2Pb
Method: DFT, ωB97M-V/def2-TZVPD

Cartesian coordinates (Å):
Pb1 -0.99 0.74 1.52
C1 -3.70 4.11 -0.37
C2 -3.81 3.42 0.96
C3 -4.52 2.24 1.12
C4 -4.61 1.63 2.36
C5 -4.02 2.21 3.46
C6 -3.32 3.40 3.32
C7 -3.21 4.00 2.08
H1 -4.26 5.04 -0.34
H2 -4.10 3.49 -1.16
H3 -2.66 4.35 -0.60
H4 -5.02 1.80 0.27
H5 -5.16 0.70 2.46
H6 -4.10 1.75 4.43
H7 -2.86 3.86 4.18
H8 -2.69 4.93 1.98
Br1 0.22 -1.69 2.16
B1 1.02 -1.60 4.07
B2 1.89 -2.94 4.83
C8 1.65 -2.70 6.49
B3 0.32 -2.44 5.47
B4 0.61 -1.42 6.90
B5 2.36 -1.29 7.14
B6 3.16 -2.23 5.86
B7 2.78 -1.50 4.29
Br2 4.00 -1.60 2.76
B8 3.09 -0.45 5.73
Br3 4.69 0.68 5.84
B9 1.47 0.06 6.39
Br4 1.20 1.79 7.30
B10 0.19 -0.68 5.34
Br5 -1.56 0.15 4.94
B11 1.73 -0.06 4.62
Br6 1.69 1.54 3.41
H9 2.03 -4.02 4.39
H10 1.63 -3.57 7.13
H11 -0.58 -3.20 5.48
H12 -0.11 -1.50 7.82
H13 2.80 -1.29 8.22
H14 4.12 -2.85 6.10
C9 -2.31 -0.10 -0.26
Ge1 -2.92 -1.59 -1.40
C10 -1.83 -1.75 -3.07
C11 -1.09 -2.89 -3.35
C12 -0.35 -2.97 -4.52
C13 -0.37 -1.93 -5.43
C14 -1.13 -0.80 -5.17
C15 -1.86 -0.72 -3.99
C16 -2.62 -3.28 -0.37
C17 -3.65 -4.06 0.11
C18 -3.38 -5.27 0.74
C19 -2.07 -5.69 0.91
C20 -1.04 -4.89 0.45
C21 -1.31 -3.70 -0.18
C22 -4.75 -1.03 -1.96
C23 -4.94 0.31 -2.30
C24 -6.18 0.78 -2.67
C25 -7.26 -0.09 -2.73
C26 -7.08 -1.42 -2.43
C27 -5.83 -1.89 -2.05
H15 -3.15 0.61 -0.26
H16 -1.09 -3.72 -2.67
H17 0.23 -3.85 -4.73
H18 0.21 -1.99 -6.34
H19 -1.18 0.00 -5.89
H20 -2.46 0.16 -3.81
H21 -4.68 -3.74 0.00
H22 -4.20 -5.88 1.10
H23 -1.87 -6.62 1.40
H24 -0.01 -5.21 0.58
H25 -0.50 -3.08 -0.53
H26 -4.10 0.99 -2.26
H27 -6.32 1.83 -2.91
H28 -8.23 0.28 -3.01
H29 -7.92 -2.10 -2.49
H30 -5.70 -2.95 -1.84
I1 0.19 5.23 2.64
I2 2.43 6.63 2.99
C28 0.96 -0.47 -1.46
P1 0.83 1.12 -0.54
C29 0.20 2.28 -1.79
C30 -1.14 2.13 -2.16
C31 -1.70 2.95 -3.11
C32 -0.94 3.95 -3.69
C33 0.39 4.11 -3.33
C34 0.96 3.27 -2.38
C35 2.43 1.73 0.03
C36 2.56 3.09 0.34
C37 3.74 3.55 0.89
C38 4.78 2.67 1.16
C39 4.63 1.32 0.90
C40 3.45 0.84 0.34
P2 2.10 -0.97 -2.89
C41 3.47 -1.79 -1.99
C42 4.78 -1.68 -2.44
C43 5.79 -2.39 -1.82
C44 5.50 -3.25 -0.77
C45 4.19 -3.42 -0.37
C46 3.18 -2.70 -0.98
C47 2.78 0.63 -3.45
C48 2.17 1.17 -4.57
C49 2.60 2.38 -5.10
C50 3.67 3.04 -4.51
C51 4.30 2.49 -3.41
C52 3.86 1.29 -2.87
H31 -0.05 -0.56 -1.89
H32 1.04 -1.26 -0.71
H33 -1.72 1.35 -1.67
H34 -2.73 2.82 -3.40
H35 -1.38 4.61 -4.42
H36 0.99 4.88 -3.78
H37 2.01 3.38 -2.13
H38 1.74 3.77 0.16
H39 3.85 4.59 1.13
H40 5.70 3.04 1.59
H41 5.42 0.62 1.14
H42 3.33 -0.21 0.17
H43 5.01 -1.04 -3.28
H44 6.81 -2.27 -2.15
H45 6.29 -3.80 -0.29
H46 3.95 -4.11 0.43
H47 2.16 -2.87 -0.66
H48 1.35 0.64 -5.03
H49 2.10 2.79 -5.96
H50 4.02 3.97 -4.93
H51 5.14 3.00 -2.96
H52 4.36 0.88 -2.01

Calculated values
molar mass: 1870.9 g mol⁻¹
gap between HOMO and LUMO: 4.74 eV
energy relative to the best compared isomer or geometry (same formula, charge and spin): 38.22 kcal/mol
charge: +1
total energy: -21278.207914 a.u.

***

(5)
Molecular formula: C13H29B2F3N4O17Tl
Method: DFT, ωB97M-V/def2-TZVPD

Cartesian coordinates (Å):
Tl1 5.00 -0.14 -2.72
B1 0.09 0.03 -1.10
H1 0.60 0.89 -0.70
H2 0.57 -0.91 -0.87
H3 -0.91 -0.05 -0.70
H4 0.02 0.11 -2.17
B2 5.42 5.22 -3.70
H5 6.33 4.72 -3.41
H6 5.42 6.29 -3.61
H7 5.27 5.04 -4.75
H8 4.65 4.86 -3.04
C1 -1.58 -7.46 -0.69
C2 -2.79 -6.56 -0.67
O1 -3.53 -7.02 0.41
C3 -2.81 -7.97 1.11
O2 -3.04 -8.49 2.18
O3 -1.71 -8.29 0.36
F1 -3.56 -6.72 -1.77
H9 -0.64 -6.92 -0.77
H10 -1.74 -8.14 -1.53
H11 -2.55 -5.50 -0.59
C4 -7.26 3.76 -3.72
C5 -6.43 3.16 -2.65
O4 -7.06 1.88 -2.50
C6 -8.24 1.88 -3.06
O5 -9.06 0.91 -3.01
O6 -8.33 2.94 -3.92
F2 -6.63 3.75 -1.43
H12 -6.72 3.95 -4.65
H13 -7.73 4.69 -3.38
H14 -5.36 3.06 -2.81
C7 -1.40 -1.90 4.63
C8 -0.86 -0.62 5.28
O7 -0.27 -1.26 6.35
C9 -0.82 -2.44 6.68
O8 -0.46 -3.19 7.62
O9 -1.69 -2.70 5.70
F3 -1.84 0.20 5.72
H15 -0.54 -2.29 4.09
H16 -2.23 -1.66 3.96
H17 -0.18 -0.13 4.58
C10 6.46 5.69 3.07
N1 5.15 5.02 2.89
O10 5.06 4.15 2.15
O11 4.26 5.46 3.56
H18 7.33 5.04 3.04
H19 6.34 6.21 4.02
H20 6.51 6.33 2.19
C11 -0.37 -4.39 -8.38
N2 -0.02 -4.92 -7.03
O12 -0.21 -6.10 -6.82
O13 0.83 -4.33 -6.37
H21 0.58 -4.08 -8.79
H22 -0.95 -3.51 -8.12
H23 -1.00 -5.21 -8.75
C12 5.18 -3.55 6.09
N3 4.50 -4.56 5.17
O14 4.46 -5.79 5.45
O15 4.06 -4.13 4.10
H24 6.24 -3.78 6.19
H25 4.83 -3.79 7.10
H26 4.98 -2.51 5.82
C13 -0.46 7.55 -0.16
N4 0.70 8.48 -0.24
O16 0.90 9.00 -1.34
O17 1.26 8.77 0.81
H27 -0.19 6.98 0.73
H28 -0.44 6.93 -1.05
H29 -1.39 8.12 -0.09

Calculated values
molar mass: 796.4 g mol⁻¹
gap between HOMO and LUMO: 1.30 eV
energy relative to the best compared isomer or geometry (same formula, charge and spin): 223.41 kcal/mol
charge: +1
total energy: -2531.350014 a.u.

***

(6)
Molecular formula: C3H8N2OS
Method: DFT, ωB97M-V/def2-TZVPD

Cartesian coordinates (Å):
C1 1.50 0.53 -0.16
C2 -8.29 -0.64 0.21
C3 0.33 1.11 -0.34
N1 6.45 -0.16 -0.77
N2 4.80 -0.80 1.00
O1 -8.32 -0.60 -1.00
S1 5.04 -0.68 -0.49
H1 2.39 0.67 -0.76
H2 1.77 -0.20 0.58
H3 -7.69 0.15 0.69
H4 -8.94 -1.35 0.77
H5 0.49 1.93 -1.13
H6 -0.52 1.13 0.36
H7 7.14 0.19 -0.08
H8 3.85 -1.26 1.13

Calculated values
molar mass: 120.2 g mol⁻¹
gap between HOMO and LUMO: 9.81 eV
energy relative to the best compared isomer or geometry (same formula, charge and spin): 116.53 kcal/mol
charge: 0
total energy: -701.891803 a.u.

***

(7)
Molecular formula: C20H58N10O12
Method: DFT, ωB97M-V/def2-TZVPD

Cartesian coordinates (Å):
C1 15.69 11.98 7.80
O1 17.03 12.40 8.18
C2 17.40 12.30 9.52
C3 17.31 13.69 10.15
N1 15.95 14.12 10.25
C4 15.80 15.40 10.92
C5 14.32 15.86 10.77
O2 13.82 15.57 9.46
C6 12.46 16.05 9.37
H1 15.17 12.86 7.31
H2 15.05 11.71 8.72
H3 15.76 11.12 7.20
H4 18.44 12.02 9.55
H5 16.79 11.62 10.19
H6 17.93 14.35 9.60
H7 17.67 13.57 11.14
H8 15.54 14.34 9.29
H9 16.57 16.23 10.52
H10 16.06 15.31 11.95
H11 14.10 16.87 11.08
H12 13.73 15.19 11.42
H13 12.41 17.14 9.46
H14 11.81 15.66 10.17
H15 11.98 15.73 8.39
C7 9.36 13.85 11.90
O3 10.35 13.10 12.53
C8 10.77 13.72 13.77
C9 11.16 12.59 14.74
N2 10.07 11.91 15.40
C10 10.49 10.56 15.78
C11 9.38 9.68 16.29
O4 8.48 9.30 15.27
C12 7.49 8.45 15.72
H16 8.53 13.83 12.54
H17 9.10 13.39 10.94
H18 9.72 14.81 11.66
H19 9.97 14.37 14.18
H20 11.64 14.40 13.64
H21 11.87 12.97 15.55
H22 11.77 11.86 14.20
H23 9.32 11.86 14.71
H24 11.29 10.65 16.53
H25 10.93 10.00 14.96
H26 8.84 10.26 17.05
H27 9.66 8.75 16.87
H28 7.92 7.55 16.14
H29 6.73 8.20 14.92
H30 6.87 8.84 16.54
N3 14.74 15.84 15.65
C13 15.98 16.33 15.23
N4 16.41 17.52 15.83
O5 16.63 15.85 14.31
H31 14.43 16.05 16.57
H32 14.68 14.88 15.42
H33 17.17 18.03 15.43
H34 16.01 17.87 16.65
N5 17.02 12.99 14.25
C14 15.79 12.47 14.54
N6 15.62 11.14 14.34
O6 14.96 13.17 15.12
H35 17.70 12.39 13.80
H36 17.11 14.00 14.19
H37 14.71 10.71 14.53
H38 16.33 10.70 13.84
N7 18.70 8.08 12.78
C15 18.01 9.20 12.44
N8 17.01 8.99 11.60
O7 18.27 10.29 12.93
H39 19.61 8.32 13.13
H40 18.72 7.32 12.12
H41 16.30 9.65 11.48
H42 16.80 8.09 11.17
N9 12.25 10.25 12.25
C16 13.33 10.76 11.64
N10 13.42 12.08 11.34
O8 14.29 10.00 11.37
H43 12.25 9.25 12.14
H44 11.41 10.77 12.12
H45 14.23 12.51 11.00
H46 12.64 12.71 11.49
O9 14.04 15.85 18.95
C17 13.14 14.82 18.38
C18 13.71 13.49 18.70
O10 15.09 13.27 18.36
H47 14.88 15.38 18.98
H48 12.17 14.86 18.92
H49 12.99 14.94 17.28
H50 13.15 12.73 18.15
H51 13.68 13.25 19.84
H52 14.97 12.83 17.49
O11 19.83 9.59 18.87
C19 19.25 10.34 19.92
C20 17.90 9.91 20.48
O12 16.94 10.06 19.44
H53 19.13 9.41 18.19
H54 19.99 10.23 20.74
H55 19.19 11.34 19.66
H56 17.76 10.49 21.47
H57 17.95 8.86 20.74
H58 17.08 10.95 19.10

Calculated values
molar mass: 630.7 g mol⁻¹
gap between HOMO and LUMO: 9.28 eV
charge: 0
total energy: -2247.282105 a.u.

***

(8)
Molecular formula: C4H7NO
Method: DFT, ωB97M-V/def2-TZVPD

Cartesian coordinates (Å):
C1 -1.76 -0.76 0.10
C2 -0.69 0.19 -0.42
O1 0.08 0.68 0.67
C3 1.41 0.92 0.33
C4 2.16 -0.35 0.16
N1 2.69 -1.37 0.02
H1 -2.35 -0.27 0.88
H2 -2.42 -1.05 -0.72
H3 -1.30 -1.66 0.52
H4 -1.13 1.04 -0.95
H5 -0.04 -0.36 -1.13
H6 1.87 1.49 1.14
H7 1.50 1.51 -0.59

Calculated values
molar mass: 85.1 g mol⁻¹
gap between HOMO and LUMO: 11.65 eV
energy relative to the best compared isomer or geometry (same formula, charge and spin): 35.91 kcal/mol
charge: 0
total energy: -286.574415 a.u.

***

Please write out number 5 again, unchanged.
Molecular formula: C13H29B2F3N4O17Tl
Method: DFT, ωB97M-V/def2-TZVPD

Cartesian coordinates (Å):
Tl1 5.00 -0.14 -2.72
B1 0.09 0.03 -1.10
H1 0.60 0.89 -0.70
H2 0.57 -0.91 -0.87
H3 -0.91 -0.05 -0.70
H4 0.02 0.11 -2.17
B2 5.42 5.22 -3.70
H5 6.33 4.72 -3.41
H6 5.42 6.29 -3.61
H7 5.27 5.04 -4.75
H8 4.65 4.86 -3.04
C1 -1.58 -7.46 -0.69
C2 -2.79 -6.56 -0.67
O1 -3.53 -7.02 0.41
C3 -2.81 -7.97 1.11
O2 -3.04 -8.49 2.18
O3 -1.71 -8.29 0.36
F1 -3.56 -6.72 -1.77
H9 -0.64 -6.92 -0.77
H10 -1.74 -8.14 -1.53
H11 -2.55 -5.50 -0.59
C4 -7.26 3.76 -3.72
C5 -6.43 3.16 -2.65
O4 -7.06 1.88 -2.50
C6 -8.24 1.88 -3.06
O5 -9.06 0.91 -3.01
O6 -8.33 2.94 -3.92
F2 -6.63 3.75 -1.43
H12 -6.72 3.95 -4.65
H13 -7.73 4.69 -3.38
H14 -5.36 3.06 -2.81
C7 -1.40 -1.90 4.63
C8 -0.86 -0.62 5.28
O7 -0.27 -1.26 6.35
C9 -0.82 -2.44 6.68
O8 -0.46 -3.19 7.62
O9 -1.69 -2.70 5.70
F3 -1.84 0.20 5.72
H15 -0.54 -2.29 4.09
H16 -2.23 -1.66 3.96
H17 -0.18 -0.13 4.58
C10 6.46 5.69 3.07
N1 5.15 5.02 2.89
O10 5.06 4.15 2.15
O11 4.26 5.46 3.56
H18 7.33 5.04 3.04
H19 6.34 6.21 4.02
H20 6.51 6.33 2.19
C11 -0.37 -4.39 -8.38
N2 -0.02 -4.92 -7.03
O12 -0.21 -6.10 -6.82
O13 0.83 -4.33 -6.37
H21 0.58 -4.08 -8.79
H22 -0.95 -3.51 -8.12
H23 -1.00 -5.21 -8.75
C12 5.18 -3.55 6.09
N3 4.50 -4.56 5.17
O14 4.46 -5.79 5.45
O15 4.06 -4.13 4.10
H24 6.24 -3.78 6.19
H25 4.83 -3.79 7.10
H26 4.98 -2.51 5.82
C13 -0.46 7.55 -0.16
N4 0.70 8.48 -0.24
O16 0.90 9.00 -1.34
O17 1.26 8.77 0.81
H27 -0.19 6.98 0.73
H28 -0.44 6.93 -1.05
H29 -1.39 8.12 -0.09

Calculated values
molar mass: 796.4 g mol⁻¹
gap between HOMO and LUMO: 1.30 eV
energy relative to the best compared isomer or geometry (same formula, charge and spin): 223.41 kcal/mol
charge: +1
total energy: -2531.350014 a.u.

***

Q: The highest total energy belongs to which entry?
A: number 3

***

Q: Which formula does entry 4 have?
A: C52H52B11Br6GeI2P2Pb

***

Copy entry 2 word for word.
Molecular formula: C20H21N3O4Tc
Method: DFT, ωB97M-V/def2-TZVPD

Cartesian coordinates (Å):
C1 -3.13 1.32 3.06
C2 -2.77 -0.05 3.47
H1 -2.24 1.91 2.86
H2 -3.73 1.86 3.80
H3 -3.73 1.29 2.15
H4 -2.19 -0.59 2.71
H5 -2.13 -0.05 4.37
H6 -3.66 -0.66 3.69
C3 -0.02 2.51 -2.25
C4 0.03 3.38 -3.33
C5 0.15 2.88 -4.63
C6 0.29 1.51 -4.83
H7 -0.09 2.81 -1.20
H8 -0.03 4.45 -3.12
H9 0.13 3.56 -5.48
H10 0.37 1.04 -5.80
N1 0.05 1.17 -2.47
C7 0.27 0.66 -3.72
C8 0.26 -0.77 -3.74
N2 0.15 -1.30 -2.47
C9 0.03 -2.64 -2.26
C10 -0.21 -2.96 -4.63
C11 -0.23 -3.48 -3.33
H11 0.11 -2.94 -1.21
H12 -0.45 -4.52 -3.12
C12 0.09 -1.61 -4.84
H13 0.14 -1.15 -5.82
H14 -0.45 -3.60 -5.47
Tc1 -0.71 -0.14 -1.09
C13 -2.52 -0.29 -2.04
H15 -2.59 -1.22 -2.65
H16 -2.70 0.54 -2.74
H17 -3.37 -0.31 -1.33
O1 1.50 -1.39 0.22
C14 1.14 -0.47 0.98
O2 0.12 0.33 0.67
C15 1.75 -0.19 2.30
C16 3.01 -0.73 2.61
C17 3.51 -0.60 3.90
C18 2.73 0.05 4.88
C19 1.53 0.71 4.53
C20 1.06 0.61 3.23
N3 3.02 -0.24 6.24
O3 4.08 -0.88 6.49
O4 2.22 0.11 7.12
H18 3.59 -1.27 1.87
H19 4.46 -1.03 4.18
H20 0.99 1.25 5.30
H21 0.15 1.13 2.93

Calculated values
molar mass: 465.4 g mol⁻¹
gap between HOMO and LUMO (spin up / spin down): 6.48 / 3.07 eV
<S²>: 3.808
charge: +2
multiplicity: 4
total energy: -1319.941656 a.u.